A) 143
Properties=species:S:1:pos:R:3 method="wB97M-V/def2-TZVPD" total_charge=0 smiles="COC[C@H](C)N.COC[C@H](C)N.COC[C@H](C)N.COC[C@H](C)N.COC[C@H](C)N.COC[C@H](C)N.COC[C@H](C)N.NC(N)=O.NC(N)=O.NC(N)=O" homo_ev=-8.3470 homo_lumo_gap_ev=8.556 e_lumo_ev=0.21
C 3.048 5.153 2.048
O 3.864 4.361 2.423
N 1.827 5.210 2.480
N 3.264 6.028 1.107
H 1.195 5.654 1.829
H 1.505 4.488 3.108
H 2.551 6.656 0.764
H 4.198 6.114 0.732
C -2.557 -1.452 -4.510
O -3.483 -0.602 -4.571
N -1.984 -1.648 -3.337
N -2.096 -2.198 -5.464
H -2.202 -0.957 -2.634
H -1.188 -2.266 -3.269
H -1.308 -2.780 -5.217
H -2.703 -2.200 -6.271
C 1.587 6.969 -1.751
O 1.024 7.042 -0.672
N 1.413 7.731 -2.771
N 2.484 6.215 -2.031
H 1.981 7.683 -3.605
H 0.756 8.491 -2.667
H 2.385 5.265 -1.703
H 3.020 6.364 -2.874
C -2.465 6.826 -1.604
C -2.591 6.468 -0.165
C -1.839 5.278 0.267
O -1.567 5.171 1.717
C -2.452 4.415 2.486
N -2.388 7.673 0.588
H -1.523 7.251 -1.948
H -3.238 7.394 -2.122
H -2.626 5.932 -2.206
H -3.629 6.221 0.060
H -0.949 5.560 -0.296
H -2.253 4.372 -0.176
H -1.779 4.441 3.342
H -2.545 3.389 2.131
H -3.433 4.805 2.758
H -1.428 7.634 0.900
H -2.829 7.372 1.445
C -4.414 -3.959 -2.019
C -3.413 -5.088 -1.910
C -3.708 -6.138 -2.984
O -4.900 -6.820 -2.761
C -5.679 -6.819 -3.975
N -2.110 -4.443 -1.768
H -4.354 -3.327 -1.133
H -5.444 -4.302 -1.921
H -4.195 -3.272 -2.837
H -3.596 -5.664 -1.003
H -2.945 -6.896 -2.808
H -3.509 -5.732 -3.976
H -5.776 -5.842 -4.450
H -6.638 -7.245 -3.680
H -5.360 -7.598 -4.668
H -2.286 -3.449 -1.766
H -1.559 -4.592 -2.602
C 3.642 -3.577 -0.945
C 3.779 -4.885 -1.798
C 5.257 -5.074 -2.177
O 5.468 -6.264 -2.891
C 6.717 -6.352 -3.591
N 3.313 -6.061 -1.077
H 3.346 -2.844 -1.696
H 4.545 -3.121 -0.538
H 2.760 -3.666 -0.311
H 3.339 -4.962 -2.793
H 6.011 -4.825 -1.429
H 5.405 -4.212 -2.828
H 6.792 -5.671 -4.440
H 6.721 -7.353 -4.023
H 7.508 -6.183 -2.861
H 3.745 -6.781 -1.638
H 3.677 -6.313 -0.169
C 0.451 2.702 6.054
C 1.897 2.904 5.463
C 2.703 1.765 6.145
O 4.048 1.782 5.710
C 4.757 0.797 6.328
N 1.945 2.687 4.053
H 0.318 2.295 7.056
H 0.074 1.921 5.394
H -0.260 3.524 5.982
H 2.304 3.857 5.802
H 2.228 0.814 5.903
H 2.570 1.823 7.225
H 4.432 0.362 7.273
H 5.754 1.122 6.626
H 4.674 -0.096 5.708
H 2.553 3.417 3.709
H 2.525 1.870 4.178
C -1.190 2.305 -3.097
C -2.672 2.342 -2.884
C -3.005 1.742 -1.492
O -2.672 0.384 -1.436
C -2.828 -0.317 -0.142
N -3.138 3.730 -2.920
H -0.849 1.272 -3.027
H -0.698 2.881 -2.313
H -0.834 2.759 -4.022
H -3.096 1.873 -3.771
H -4.079 1.695 -1.314
H -2.416 2.216 -0.707
H -2.118 0.150 0.542
H -2.575 -1.374 -0.216
H -3.839 -0.143 0.226
H -2.807 4.180 -3.762
H -2.742 4.141 -2.088
C 1.754 2.427 -0.207
C 0.696 1.566 0.360
C 1.237 0.179 0.830
O 1.526 -0.778 -0.179
C 0.414 -1.090 -0.983
N 0.114 2.246 1.450
H 2.047 2.198 -1.232
H 2.704 2.576 0.308
H 1.281 3.408 -0.244
H -0.068 1.417 -0.403
H 0.430 -0.224 1.443
H 2.120 0.155 1.468
H 0.760 -1.809 -1.726
H 0.082 -0.202 -1.521
H -0.326 -1.685 -0.448
H 0.670 2.201 2.293
H -0.144 3.215 1.328
C -1.410 -3.237 2.169
C -0.477 -4.297 2.757
C -0.467 -5.560 1.872
O 0.169 -6.701 2.449
C -0.393 -7.193 3.676
N 0.914 -3.822 2.631
H -2.456 -3.509 2.314
H -1.240 -3.090 1.103
H -1.214 -2.305 2.699
H -0.898 -4.543 3.732
H -0.057 -5.387 0.877
H -1.502 -5.816 1.644
H -1.479 -7.285 3.650
H -0.102 -6.544 4.501
H 0.003 -8.203 3.786
H 1.005 -3.480 1.685
H 1.704 -4.404 2.870

B) 143
Properties=species:S:1:pos:R:3 method="wB97M-V/def2-TZVPD" total_charge=0 smiles="COC[C@H](C)N.COC[C@H](C)N.COC[C@H](C)N.COC[C@H](C)N.COC[C@H](C)N.COC[C@H](C)N.COC[C@H](C)N.NC(N)=O.NC(N)=O.NC(N)=O" homo_ev=-8.8967 homo_lumo_gap_ev=9.061 e_lumo_ev=0.16
C -0.284 7.344 -7.798
C 0.157 8.736 -7.364
C 1.009 8.873 -6.065
O 1.208 10.285 -5.760
C 2.095 10.536 -4.661
N 0.829 9.337 -8.474
H -1.048 6.973 -7.115
H 0.527 6.618 -7.853
H -0.678 7.339 -8.814
H -0.768 9.277 -7.166
H 2.015 8.455 -6.096
H 0.495 8.276 -5.312
H 1.517 10.418 -3.744
H 2.376 11.589 -4.639
H 2.937 9.844 -4.637
H 1.075 10.254 -8.129
H 1.651 8.798 -8.707
C -9.662 -3.717 -2.114
C -8.895 -4.390 -1.072
C -7.822 -3.503 -0.293
O -6.978 -2.908 -1.210
C -6.020 -1.963 -0.527
N -9.814 -4.907 -0.099
H -10.268 -4.398 -2.712
H -8.975 -3.307 -2.855
H -10.269 -2.959 -1.621
H -8.347 -5.144 -1.637
H -7.198 -3.964 0.473
H -8.392 -2.720 0.206
H -5.563 -2.487 0.312
H -6.489 -1.040 -0.188
H -5.245 -1.798 -1.276
H -10.493 -4.199 0.141
H -9.341 -5.051 0.781
C -3.953 1.304 -8.890
C -5.515 1.088 -9.039
C -6.344 2.411 -9.231
O -5.875 3.352 -8.304
C -6.322 3.297 -7.050
N -5.548 0.397 -10.278
H -3.948 1.788 -7.914
H -3.360 1.717 -9.706
H -3.532 0.303 -8.793
H -5.908 0.538 -8.184
H -7.391 2.292 -8.956
H -6.257 2.788 -10.250
H -5.991 4.119 -6.414
H -5.948 2.417 -6.526
H -7.409 3.353 -7.096
H -5.050 0.896 -11.001
H -4.940 -0.409 -10.271
C 1.109 0.407 0.668
C 1.261 1.859 0.738
C 0.541 2.695 -0.355
O -0.880 2.737 -0.157
C -1.639 3.311 -1.287
N 1.017 2.343 2.121
H 1.732 -0.171 1.350
H 1.543 0.172 -0.304
H 0.093 0.013 0.689
H 2.296 2.112 0.507
H 0.960 2.313 -1.286
H 0.897 3.714 -0.202
H -1.404 4.363 -1.449
H -2.695 3.361 -1.024
H -1.573 2.799 -2.247
H 1.266 3.318 2.210
H 0.008 2.357 2.071
C 8.702 -6.770 -2.245
C 8.822 -7.480 -0.850
C 7.888 -6.792 0.181
O 8.703 -5.947 0.931
C 8.163 -4.611 1.089
N 8.315 -8.792 -1.136
H 8.787 -5.688 -2.146
H 7.734 -6.990 -2.697
H 9.499 -7.115 -2.904
H 9.882 -7.636 -0.651
H 7.735 -7.600 0.897
H 6.973 -6.292 -0.135
H 7.293 -4.798 1.719
H 7.792 -4.184 0.157
H 8.972 -4.156 1.660
H 7.393 -8.724 -1.542
H 8.153 -9.323 -0.292
C 4.435 0.832 8.832
C 5.463 0.385 7.909
C 6.577 -0.383 8.708
O 7.598 -0.810 7.768
C 8.811 -1.371 8.395
N 4.990 -0.631 6.990
H 4.735 1.749 9.340
H 4.313 0.100 9.630
H 3.499 0.969 8.292
H 5.779 1.216 7.279
H 6.165 -1.205 9.294
H 7.108 0.353 9.312
H 9.445 -0.582 8.800
H 9.526 -1.766 7.672
H 8.672 -2.150 9.145
H 5.862 -0.843 6.526
H 4.359 -0.175 6.346
C 0.616 -8.339 0.570
C -0.640 -9.186 0.374
C -1.811 -8.577 1.030
O -2.920 -9.423 1.320
C -3.609 -9.886 0.159
N -0.697 -9.433 -1.019
H 0.864 -8.377 1.630
H 0.391 -7.276 0.482
H 1.520 -8.535 -0.008
H -0.409 -10.173 0.776
H -2.277 -7.749 0.497
H -1.661 -8.220 2.049
H -4.422 -10.481 0.574
H -3.046 -10.354 -0.649
H -4.099 -9.052 -0.343
H 0.188 -9.447 -1.506
H -1.165 -10.320 -1.140
C -2.779 8.049 2.919
O -1.711 8.669 2.973
N -3.758 8.375 2.116
N -3.002 6.985 3.612
H -4.649 7.915 2.244
H -3.787 9.169 1.494
H -2.301 6.652 4.258
H -3.830 6.412 3.536
C 3.394 7.027 6.356
O 2.593 7.058 7.255
N 3.229 7.205 5.105
N 4.562 6.455 6.466
H 2.461 7.800 4.830
H 3.797 6.742 4.411
H 4.849 5.958 7.297
H 5.114 6.318 5.631
C -2.401 -0.687 8.049
O -3.386 -0.004 7.962
N -1.573 -0.988 7.112
N -2.102 -1.454 8.958
H -1.749 -0.525 6.231
H -0.685 -1.419 7.325
H -1.306 -2.054 8.795
H -2.524 -1.469 9.875

Relative energy of each structure, in eV: A) 0.000; B) 1.591.